ORCA calculation (ωB97M-V with the def2-TZVPD basis set) on one molecule with the formula C5H7NS.

Geometry as ORCA input:
```
! wB97M-V def2-TZVPD RIJCOSX def2/J DEFGRID3
* xyz 0 1
C -1.119 1.321 -0.762
C -0.995 -0.820 0.300
C 1.107 0.415 -0.204
C 1.809 -0.655 0.577
C 2.174 -1.767 1.173
H -0.659 2.294 -0.464
H -1.079 1.494 -1.785
H -2.212 1.061 -0.451
H -0.333 -1.605 0.563
H -1.611 -0.987 -0.547
H -1.445 -0.359 1.261
H 2.711 -2.517 1.461
N -0.214 0.306 -0.349
S 1.865 1.818 -0.773
*
```

Output
- HOMO: -8.379 eV
- SMILES: C#CC(=S)N(C)C
- HOMO-LUMO gap: 8.281 eV